[1]
The following is a quantum chemistry calculation of a molecular structure, C15H44O7 at a distorted geometry, from the Open Molecules 2025 dataset.

frontier orbital gap = 8.1 eV
energy above the lowest of the compared OMol25 structures with the same formula, charge and spin = 438.8 kcal per mole

Structure (XYZ):
```
66
C15H44O7 | the Open Molecules 2025 dataset | ωB97M-V/def2-TZVPD
O -0.651 -0.331 0.193
H -1.336 -0.856 0.606
H -1.125 0.278 -0.374
O -2.307 -1.728 0.926
H -3.103 -1.866 1.440
H -1.762 -2.492 1.117
C 1.820 -2.889 0.545
C 0.250 -2.850 0.932
C -0.474 -2.949 -0.444
O -0.159 -3.955 1.730
H 2.091 -3.876 0.170
H 2.482 -2.706 1.391
H 2.086 -2.223 -0.276
H 0.040 -1.907 1.437
H -1.517 -2.644 -0.348
H -0.474 -3.962 -0.846
H -0.184 -2.165 -1.143
H -1.104 -3.933 1.898
C 1.355 -0.205 1.666
C 0.082 -0.077 2.501
C 0.299 0.416 3.954
O -0.762 0.746 1.765
H 2.046 -0.932 2.094
H 1.854 0.761 1.591
H 1.070 -0.552 0.673
H -0.342 -1.070 2.650
H 0.942 -0.324 4.430
H -0.627 0.706 4.450
H 0.876 1.338 3.877
H -0.833 0.441 0.857
C 0.372 2.146 -0.355
C -0.045 3.023 0.863
C -1.550 3.044 1.034
O 0.669 2.548 1.985
H -0.237 2.546 -1.165
H 0.007 1.147 -0.118
H 1.434 2.142 -0.602
H 0.388 3.988 0.597
H -1.967 3.741 1.760
H -1.887 2.044 1.309
H -2.014 3.224 0.064
H 0.357 1.657 2.161
C -0.505 0.671 -2.618
C -1.928 0.900 -2.142
C -2.734 -0.381 -2.143
O -1.839 1.142 -0.791
H 0.046 1.606 -2.525
H -0.644 0.432 -3.673
H 0.108 -0.078 -2.116
H -2.410 1.676 -2.736
H -3.795 -0.444 -1.899
H -2.300 -1.240 -1.630
H -2.606 -0.786 -3.147
H -2.749 1.204 -0.492
C 1.511 -0.058 -0.686
C 2.025 0.109 -2.123
C 2.221 1.565 -2.536
O 3.364 -0.507 -2.261
H 2.167 0.540 -0.053
H 1.617 -1.135 -0.557
H 0.499 0.336 -0.597
H 1.407 -0.429 -2.842
H 2.814 2.191 -1.869
H 1.216 1.987 -2.539
H 2.585 1.621 -3.561
H 3.871 -0.365 -1.458
```


[2]
The following is a quantum chemistry calculation of 7 unconnected molecules or ions with the total composition C15H44O7 at a distorted geometry, from the Open Molecules 2025 dataset.

SMILES string = CC(C)O.CC(C)O.CC(C)O.CC(C)O.CC(C)O.O.O
frontier orbital gap = 10.2 eV
energy above the lowest of the compared OMol25 structures with the same formula, charge and spin = 29.1 kcal per mole

Structure (XYZ):
```
66
C15H44O7 | the Open Molecules 2025 dataset | ωB97M-V/def2-TZVPD
O 1.271 1.557 -1.277
H 1.776 1.493 -0.456
H 1.819 2.086 -1.863
O -3.173 3.691 -1.833
H -2.657 2.984 -1.420
H -4.028 3.657 -1.398
C -0.881 -0.572 -5.043
C -1.136 0.888 -4.662
C 0.089 1.732 -5.024
O -2.285 1.279 -5.391
H -1.061 -0.726 -6.105
H -1.487 -1.254 -4.445
H 0.148 -0.812 -4.771
H -1.265 1.007 -3.584
H -0.238 2.766 -5.158
H 0.474 1.481 -6.013
H 0.832 1.693 -4.229
H -2.668 2.112 -5.105
C -3.516 1.229 0.639
C -2.246 0.580 0.074
C -2.636 -0.712 -0.607
O -1.619 1.479 -0.849
H -3.351 2.124 1.242
H -4.065 0.485 1.210
H -4.034 1.650 -0.225
H -1.535 0.368 0.878
H -1.802 -1.381 -0.810
H -3.182 -0.443 -1.512
H -3.302 -1.317 0.010
H -0.697 1.215 -0.966
C 2.610 -3.492 -0.755
C 2.056 -2.198 -1.409
C 0.898 -1.503 -0.697
O 3.095 -1.241 -1.448
H 2.050 -3.815 0.125
H 3.634 -3.458 -0.380
H 2.664 -4.301 -1.483
H 1.802 -2.464 -2.439
H 1.253 -1.171 0.279
H 0.236 -2.347 -0.493
H 0.486 -0.705 -1.308
H 2.689 -0.370 -1.426
C 0.893 3.036 1.882
C 2.249 2.430 2.307
C 2.147 1.335 3.334
O 2.837 1.856 1.141
H 1.061 3.735 1.065
H 0.562 3.511 2.806
H 0.221 2.238 1.567
H 2.922 3.203 2.684
H 1.828 0.392 2.889
H 1.627 1.698 4.219
H 3.184 1.129 3.615
H 3.511 1.214 1.381
C -0.624 -1.275 3.628
C 0.303 -2.434 3.974
C 0.190 -2.989 5.415
O 0.021 -3.540 3.102
H -1.619 -1.714 3.667
H -0.277 -0.923 2.656
H -0.368 -0.453 4.296
H 1.347 -2.170 3.778
H 0.205 -2.177 6.144
H 1.007 -3.679 5.620
H -0.798 -3.442 5.502
H 0.556 -4.258 3.451
```


[3]
The following is a quantum chemistry calculation of 6 unconnected molecules or ions with the total composition C15H45ClN15O7P2S at a distorted geometry, from the Open Molecules 2025 dataset.

charge = +1
frontier orbital gap = 7.4 eV

Structure (XYZ):
```
86
C15H45ClN15O7P2S | the Open Molecules 2025 dataset | ωB97M-V/def2-TZVPD
C -1.676 -1.461 1.780
C -0.663 -2.532 1.405
O -1.303 -3.637 0.791
C 0.479 -2.074 0.464
N 0.224 -0.776 -0.194
C 0.940 0.275 0.283
N 2.070 0.218 1.042
N 0.505 1.538 -0.016
N 0.019 2.198 1.171
C -0.494 1.556 -1.104
C -0.757 3.007 -1.499
C 0.061 0.664 -2.213
C -0.579 0.871 -3.595
C 0.051 2.067 -4.350
N 0.876 1.605 -5.468
C 0.098 -0.823 -1.700
P 1.647 -1.590 -2.411
S 1.677 -3.480 -2.782
P -1.455 -1.890 -1.978
O -2.503 -0.619 -1.930
Cl -1.461 -2.395 -3.960
H -1.204 -0.646 2.337
H -2.189 -1.061 0.905
H -2.412 -1.956 2.412
H -0.207 -2.890 2.339
H -2.077 -3.856 1.323
H 1.392 -2.028 1.059
H 0.613 -2.869 -0.270
H 2.855 0.726 0.673
H 2.163 -0.107 1.996
H 0.518 3.082 1.239
H 0.286 1.666 1.993
H -1.429 1.152 -0.703
H -1.407 3.054 -2.370
H 0.179 3.513 -1.743
H -1.216 3.548 -0.675
H 1.121 0.944 -2.335
H -0.368 -0.004 -4.214
H -1.652 1.001 -3.507
H 0.580 2.734 -3.667
H -0.762 2.658 -4.778
H 1.241 2.399 -5.980
H 1.677 1.085 -5.130
H 1.978 -0.740 -3.479
H 2.572 -1.233 -1.410
H -3.391 -1.000 -1.916
C -2.075 -0.593 -7.300
O -1.238 -1.433 -7.021
N -3.297 -0.928 -7.820
N -1.855 0.743 -7.121
H -3.999 -0.256 -8.064
H -3.480 -1.902 -7.969
H -0.949 1.009 -6.763
H -2.527 1.447 -7.358
C 4.328 1.034 4.154
O 3.232 0.741 3.663
N 5.500 0.696 3.562
N 4.419 1.700 5.332
H 6.397 0.911 3.957
H 5.466 0.164 2.712
H 3.564 1.953 5.790
H 5.292 1.945 5.760
C 4.042 -3.767 2.324
O 5.159 -3.457 1.950
N 3.311 -2.942 3.144
N 3.432 -4.928 1.949
H 2.387 -3.150 3.471
H 3.740 -2.080 3.422
H 3.946 -5.541 1.343
H 2.514 -5.196 2.247
C -3.242 -3.429 5.000
O -3.390 -3.416 3.785
N -2.048 -3.744 5.587
N -4.260 -3.137 5.855
H -1.910 -3.770 6.579
H -1.287 -3.984 4.982
H -5.150 -2.912 5.450
H -4.168 -3.150 6.853
C -2.158 6.176 1.098
O -1.792 6.118 -0.063
N -2.827 7.245 1.613
N -1.912 5.147 1.971
H -3.133 7.303 2.565
H -3.017 8.009 0.991
H -1.437 4.346 1.601
H -2.193 5.133 2.932
```


[4]
The following is a quantum chemistry calculation of 8 unconnected molecules or ions with the total composition C15H46N2O15 at a distorted geometry, from the Open Molecules 2025 dataset.

SMILES string = NC(N)=O.OCCO.OCCO.OCCO.OCCO.OCCO.OCCO.OCCO
frontier orbital gap = 9.5 eV
energy above the lowest of the compared OMol25 structures with the same formula, charge and spin = 44.3 kcal per mole

Structure (XYZ):
```
78
C15H46N2O15 | the Open Molecules 2025 dataset | ωB97M-V/def2-TZVPD
C 0.098 2.117 26.089
C -0.273 3.426 26.715
O -1.717 3.517 26.785
O -0.115 1.077 27.062
H 1.098 1.958 25.684
H -0.615 1.904 25.288
H 0.092 4.283 26.150
H 0.071 3.535 27.744
H -2.042 2.760 27.287
H 0.671 0.559 27.232
C -6.006 7.141 27.500
C -6.309 8.457 26.766
O -5.114 9.104 26.387
O -5.514 7.522 28.828
H -5.268 6.486 27.037
H -6.898 6.595 27.806
H -6.939 9.034 27.446
H -6.897 8.194 25.886
H -4.664 9.382 27.190
H -4.681 7.981 28.668
C -1.128 6.952 27.135
C -1.106 7.426 25.634
O -2.328 8.152 25.517
O -2.352 6.345 27.399
H -0.929 7.759 27.844
H -0.263 6.315 27.372
H -1.288 6.599 24.939
H -0.226 8.013 25.389
H -3.000 7.725 26.060
H -2.316 5.432 27.077
C -0.113 7.568 30.801
C 1.141 8.386 30.882
O 2.357 7.661 30.994
O -0.439 6.946 32.043
H 0.014 6.854 29.982
H -0.981 8.188 30.589
H 1.106 9.134 31.684
H 1.152 9.033 29.990
H 3.003 8.321 31.255
H 0.274 6.378 32.350
C -5.057 4.769 31.257
C -3.728 5.540 31.375
O -2.672 4.939 30.657
O -5.680 5.090 30.015
H -5.712 5.218 32.011
H -4.863 3.705 31.361
H -3.461 5.499 32.432
H -3.945 6.587 31.139
H -2.839 4.991 29.709
H -5.502 6.020 29.784
C -1.767 10.653 21.870
C -1.749 9.186 22.154
O -0.548 8.770 22.825
O -1.863 11.361 23.138
H -2.691 10.965 21.375
H -0.926 11.008 21.275
H -1.700 8.633 21.211
H -2.617 8.733 22.636
H -0.557 9.192 23.692
H -1.887 12.302 22.947
C -3.834 5.262 24.037
C -2.788 4.210 23.664
O -3.168 3.582 22.430
O -3.983 6.216 22.959
H -3.548 5.852 24.909
H -4.804 4.784 24.178
H -2.747 3.443 24.443
H -1.755 4.550 23.542
H -3.603 2.776 22.719
H -3.254 6.039 22.349
C -1.290 5.296 21.328
O -2.277 5.955 21.009
N -1.196 3.930 21.186
N -0.301 5.839 22.086
H -2.132 3.556 21.094
H -0.386 3.370 21.337
H 0.548 5.358 22.296
H -0.525 6.785 22.377
```


[5]
The following is a quantum chemistry calculation of a molecular structure, C15H46NbO9S at a distorted geometry, from the Open Molecules 2025 dataset.

charge = -1
frontier orbital gap = 7.4 eV

Structure (XYZ):
```
72
C15H46NbO9S | the Open Molecules 2025 dataset | ωB97M-V/def2-TZVPD
C 0.172 -4.039 -6.414
C 0.048 -3.250 -5.336
Nb 1.786 -2.340 -4.189
O 2.424 -1.098 -5.563
C 0.162 -0.983 -3.233
S 0.510 0.561 -2.582
O -0.695 1.349 -2.345
O 1.621 1.204 -3.262
H -0.689 -4.392 -6.987
H 1.146 -4.374 -6.766
H -0.984 -3.012 -5.051
H 2.954 -1.958 -2.813
H 2.864 -3.696 -4.782
H 1.229 -3.593 -2.988
H 1.750 -0.436 -5.789
H -0.628 -0.799 -3.982
H -0.276 -1.556 -2.407
H 0.949 0.184 -1.363
C -1.619 -0.336 1.732
C -1.651 -0.800 0.289
O -0.418 -1.326 -0.176
H -0.840 0.416 1.877
H -2.580 0.099 2.004
H -1.407 -1.165 2.411
H -1.850 0.039 -0.380
H -2.454 -1.534 0.154
H -0.164 -2.092 0.350
C 2.450 0.110 3.761
C 2.922 -0.867 2.703
O 1.881 -1.329 1.853
H 1.681 -0.344 4.389
H 3.285 0.434 4.381
H 2.023 1.001 3.294
H 3.347 -1.762 3.158
H 3.709 -0.400 2.099
H 1.488 -0.554 1.436
C 5.377 3.969 5.990
C 5.735 2.937 4.935
O 4.611 2.492 4.197
H 4.638 3.564 6.681
H 6.259 4.272 6.558
H 4.953 4.861 5.524
H 6.152 2.045 5.403
H 6.493 3.347 4.256
H 4.256 3.252 3.721
C -5.926 0.410 -0.846
C -5.701 1.340 0.331
O -4.387 1.242 0.861
H -5.731 -0.623 -0.554
H -6.953 0.484 -1.208
H -5.253 0.655 -1.671
H -6.364 1.082 1.157
H -5.919 2.375 0.040
H -3.762 1.476 0.166
C -8.651 -2.228 -0.555
C -7.940 -3.096 -1.575
O -8.789 -3.481 -2.652
H -9.525 -2.747 -0.160
H -7.989 -1.973 0.273
H -8.992 -1.295 -1.012
H -7.612 -4.030 -1.121
H -7.051 -2.584 -1.958
H -9.081 -2.684 -3.102
C 6.723 2.789 0.475
C 5.250 2.868 0.821
O 4.966 3.900 1.770
H 7.315 2.624 1.376
H 6.909 1.971 -0.222
H 7.063 3.716 0.006
H 4.917 1.950 1.303
H 4.650 3.012 -0.081
H 5.214 4.748 1.392
```


[6]
The following is a quantum chemistry calculation of a molecular structure, C15H48AsF6N2O15S5 at a distorted geometry, from the Open Molecules 2025 dataset.

charge = +1
frontier orbital gap = 8.8 eV

Structure (XYZ):
```
92
C15H48AsF6N2O15S5 | the Open Molecules 2025 dataset | ωB97M-V/def2-TZVPD
N -2.061 -1.345 1.810
H -2.782 -2.052 1.837
H -1.481 -1.527 2.617
H -2.336 -0.378 1.716
H -1.580 -1.503 0.936
N 1.874 0.061 3.651
H 2.703 -0.492 3.817
H 1.087 -0.499 3.948
H 1.859 0.112 2.643
H 1.986 1.004 3.995
As 0.516 0.091 -0.462
F 1.618 1.564 -0.551
F -0.286 0.718 -1.960
F -0.533 -1.296 -0.417
F 1.275 -0.442 1.096
F -0.690 1.047 0.484
F 1.721 -0.890 -1.277
O -3.352 1.059 1.658
S -4.085 1.676 0.518
O -4.501 0.808 -0.578
O -5.421 2.577 0.973
C -6.103 3.244 -0.048
C -7.486 3.765 0.609
C -3.057 3.059 -0.230
H -6.352 2.636 -0.918
H -5.427 3.975 -0.492
H -7.409 4.686 1.187
H -7.794 3.053 1.374
H -8.310 3.807 -0.104
H -3.312 3.211 -1.278
H -2.033 2.689 -0.183
H -3.196 3.932 0.408
O -5.152 -1.520 -5.800
S -4.464 -0.973 -4.633
O -4.362 -1.702 -3.401
O -2.893 -0.578 -5.039
C -1.930 -0.526 -4.059
C -1.389 -1.842 -3.546
C -5.040 0.764 -4.180
H -2.241 0.051 -3.188
H -1.126 0.120 -4.412
H -0.991 -2.324 -4.439
H -2.151 -2.463 -3.075
H -0.507 -1.699 -2.922
H -4.716 1.430 -4.980
H -4.656 1.031 -3.196
H -6.109 0.803 -3.973
O 4.289 0.013 1.226
S 5.276 0.306 0.167
O 6.468 1.078 0.523
O 5.752 -1.138 -0.439
C 4.872 -2.262 -0.397
C 5.780 -3.433 -0.623
C 4.579 1.061 -1.354
H 4.032 -2.150 -1.082
H 4.352 -2.475 0.537
H 5.213 -4.343 -0.426
H 6.591 -3.251 0.081
H 6.092 -3.653 -1.644
H 4.248 2.041 -1.009
H 3.702 0.465 -1.607
H 5.315 1.222 -2.142
O 1.367 -5.573 2.193
S 2.108 -5.029 1.064
O 3.580 -5.059 0.995
O 1.551 -5.658 -0.380
C 0.263 -6.209 -0.475
C 0.200 -7.680 0.019
C 1.569 -3.272 0.798
H 0.092 -6.063 -1.542
H -0.525 -5.673 0.055
H 0.427 -7.774 1.080
H 1.055 -8.237 -0.363
H -0.791 -8.134 0.024
H 0.510 -3.316 0.540
H 2.047 -2.943 -0.125
H 1.762 -2.671 1.686
O 1.304 2.477 2.340
S 0.706 3.780 2.247
O -0.727 3.967 2.430
O 1.480 4.887 3.147
C 2.806 4.590 3.368
C 3.503 5.922 3.699
C 1.111 4.465 0.611
H 3.375 4.342 2.472
H 2.827 3.926 4.233
H 2.941 6.486 4.443
H 3.471 6.497 2.774
H 4.540 5.745 3.985
H 0.552 3.906 -0.139
H 2.184 4.384 0.438
H 0.824 5.516 0.631
```


no.,HOMO level (eV)
1,-8.4
2,-9.8
3,-10.9
4,-9.3
5,-5.2
6,-12.5